No. 1
Computed, not measured: a 2-piece molecular cluster, C4H11ClO overall, with ωB97M-V with the def2-TZVPD basis set.

```
17
Properties=species:S:1:pos:R:3
Cl 2.68 -0.91 2.27
C 1.00 -2.85 3.18
C 1.19 -1.35 3.14
H 0.07 -3.10 3.72
H 1.85 -3.34 3.69
H 0.92 -3.26 2.15
H 0.35 -0.84 2.62
H 1.27 -0.92 4.16
O 0.51 -1.95 -0.50
C -0.43 0.31 -0.48
C 0.02 -0.88 -1.31
H 1.28 -1.62 0.01
H -1.21 0.01 0.24
H -0.85 1.10 -1.14
H 0.42 0.74 0.08
H -0.84 -1.31 -1.86
H 0.78 -0.57 -2.04
```

For the HOMO-LUMO gap, the calculation gives 0.4119 hartree. As for the SMILES: CCCl.CCO. The calculation puts the LUMO energy at 0.93 eV. The calculation puts the molecular weight at 110.6 g mol⁻¹.

No. 2
Computed, not measured: a 11-piece molecular cluster, C24H66F3O12S10 overall, with ωB97M-V with the def2-TZVPD basis set.

```
115
Properties=species:S:1:pos:R:3
C -1.20 -0.17 0.12
O -0.86 -0.91 1.39
O -0.15 0.69 -0.13
C -1.77 -1.02 -1.00
F -0.89 -1.96 -1.50
F -2.82 -1.67 -0.47
F -2.26 -0.35 -2.05
C 0.34 -1.79 1.25
C 0.25 -2.75 2.42
H -0.59 -3.44 2.36
H 1.19 -3.31 2.43
H 0.14 -2.19 3.35
H 1.32 -1.32 1.28
H 0.38 -2.54 0.46
H -1.96 0.54 0.44
C -4.40 -2.35 3.99
S -6.09 -1.83 4.53
O -5.96 -0.54 5.30
C -6.81 -1.32 2.94
H -3.70 -2.08 4.78
H -3.94 -1.96 3.08
H -4.40 -3.44 3.91
H -7.34 -2.22 2.61
H -6.04 -0.90 2.29
H -7.64 -0.65 3.11
C 3.35 5.34 0.57
S 5.19 5.28 0.66
O 5.51 5.92 1.99
C 5.78 6.49 -0.63
H 3.12 4.89 -0.40
H 2.89 6.32 0.64
H 2.99 4.73 1.40
H 5.03 7.23 -0.90
H 5.97 5.93 -1.55
H 6.74 6.98 -0.49
C 2.55 1.91 -4.69
S 3.71 2.41 -6.06
O 2.93 2.44 -7.38
C 3.76 4.20 -5.59
H 2.27 0.85 -4.66
H 1.60 2.45 -4.68
H 3.00 2.23 -3.75
H 3.91 4.30 -4.51
H 2.77 4.63 -5.75
H 4.35 4.83 -6.25
C 2.30 -4.04 -5.25
S 3.63 -4.59 -4.06
O 4.97 -4.69 -4.78
C 3.79 -3.15 -2.97
H 2.78 -3.29 -5.88
H 1.52 -3.56 -4.66
H 1.86 -4.90 -5.76
H 2.88 -2.56 -2.97
H 4.67 -2.57 -3.27
H 3.91 -3.36 -1.91
C -5.59 3.92 -4.74
S -6.99 2.99 -3.96
O -6.78 1.54 -4.46
C -6.39 3.21 -2.19
H -5.62 4.97 -4.42
H -5.48 3.94 -5.83
H -4.62 3.57 -4.39
H -6.69 2.35 -1.59
H -6.81 4.12 -1.77
H -5.30 3.29 -2.20
C 4.54 -0.10 6.42
S 4.96 1.50 5.48
O 5.83 2.31 6.40
C 6.06 0.79 4.19
H 5.35 -0.38 7.09
H 4.40 -0.85 5.65
H 3.65 0.00 7.05
H 6.63 1.64 3.82
H 5.49 0.53 3.30
H 6.55 -0.09 4.59
C 3.96 -10.61 2.13
S 3.32 -8.97 1.87
O 3.24 -8.61 0.38
C 1.57 -9.20 2.41
H 4.04 -10.78 3.20
H 4.90 -10.79 1.60
H 3.24 -11.32 1.72
H 1.51 -9.27 3.50
H 1.04 -10.02 1.93
H 0.91 -8.40 2.10
C -1.64 2.85 4.39
S -2.42 4.49 4.21
O -2.93 4.91 5.57
C -3.86 4.05 3.16
H -2.43 2.10 4.46
H -1.03 2.96 5.28
H -1.07 2.75 3.47
H -3.64 3.87 2.11
H -4.67 4.78 3.22
H -4.28 3.10 3.47
C -4.55 -6.54 -0.36
S -3.10 -7.56 -0.87
O -3.65 -8.16 -2.17
C -2.04 -6.11 -1.32
H -4.59 -5.61 -0.93
H -4.59 -6.12 0.65
H -5.46 -7.13 -0.41
H -2.71 -5.44 -1.86
H -1.18 -6.39 -1.92
H -1.65 -5.73 -0.38
C 0.77 8.21 -2.61
S -0.85 8.17 -1.68
O -0.59 8.07 -0.15
C -1.51 6.55 -2.28
H 1.36 9.08 -2.34
H 0.44 8.35 -3.64
H 1.38 7.31 -2.53
H -0.94 5.66 -2.00
H -1.55 6.68 -3.37
H -2.48 6.36 -1.82
```

For the HOMO-LUMO gap, the calculation gives 0.2118 hartree. The calculation puts the LUMO energy at 1.39 eV. The calculation puts the molecular weight at 924.4 g mol⁻¹. The value obtained for the energy above the lowest of the compared OMol25 structures with the same formula, charge and spin is 125.1 kcal/mol. The net charge is -1.

No. 3
Computed, not measured: C30H43N10SeSr as an isolated structure, with ωB97M-V with the def2-TZVPD basis set.

```
85
Properties=species:S:1:pos:R:3
Sr -0.36 0.85 0.17
C -2.31 0.46 -3.32
C -0.92 1.04 -3.63
C -0.04 0.21 -4.53
C 0.62 0.77 -5.61
C 1.46 -0.03 -6.38
C 1.60 -1.37 -6.05
C 0.89 -1.84 -4.95
N 0.09 -1.08 -4.21
N -2.45 -0.04 -1.92
C -3.72 0.47 -1.38
C -3.97 0.16 0.07
C -5.24 -0.24 0.49
C -5.47 -0.46 1.84
C -4.43 -0.29 2.73
C -3.20 0.12 2.23
N -2.97 0.34 0.94
C -2.43 -1.51 -1.96
C -2.29 -2.21 -0.64
C -3.25 -3.13 -0.23
C -3.05 -3.83 0.95
C -1.89 -3.61 1.66
C -0.99 -2.67 1.18
N -1.17 -1.97 0.06
H -2.53 -0.35 -4.01
H -3.06 1.23 -3.49
H -0.40 1.15 -2.69
H -1.02 2.04 -4.05
H 0.48 1.81 -5.85
H 1.99 0.38 -7.23
H 2.23 -2.03 -6.62
H 0.97 -2.88 -4.66
H -4.57 0.10 -1.97
H -3.71 1.56 -1.49
H -6.03 -0.36 -0.24
H -6.45 -0.76 2.18
H -4.55 -0.45 3.79
H -2.36 0.28 2.90
H -1.58 -1.79 -2.58
H -3.33 -1.88 -2.48
H -4.13 -3.28 -0.83
H -3.79 -4.54 1.29
H -1.67 -4.14 2.58
H -0.08 -2.46 1.72
N -0.42 3.24 -1.20
C 0.82 3.40 -1.97
C 2.05 3.29 -1.08
N 2.06 2.08 -0.24
C 3.00 1.04 -0.67
C 2.48 0.19 -1.82
N 1.25 -0.52 -1.45
H -1.22 3.50 -1.78
H -0.40 3.93 -0.44
H 0.86 4.37 -2.49
H 0.87 2.64 -2.75
H 2.08 4.16 -0.42
H 2.94 3.32 -1.72
H 2.29 2.36 0.70
H 3.20 0.39 0.20
H 3.97 1.47 -0.97
H 3.28 -0.50 -2.13
H 2.26 0.82 -2.68
H 1.44 -1.30 -0.84
H 0.80 -0.89 -2.29
Se -0.40 2.49 2.85
C 0.16 3.98 1.94
N 0.51 4.88 1.30
N 1.21 -0.46 1.90
C 1.52 -0.63 3.00
N 1.86 -0.83 4.25
C 2.61 -2.05 4.61
C 4.09 -1.75 4.72
C 4.34 -0.58 5.67
C 3.56 0.65 5.24
C 2.08 0.35 5.12
H 2.39 -2.81 3.87
H 2.21 -2.39 5.57
H 4.49 -1.52 3.73
H 4.61 -2.65 5.07
H 5.41 -0.36 5.72
H 4.04 -0.87 6.69
H 3.93 1.01 4.27
H 3.70 1.47 5.94
H 1.52 1.18 4.70
H 1.65 0.11 6.09
```

For the HOMO-LUMO gap, the calculation gives 0.2898 hartree. The calculation puts the LUMO energy at -2.06 eV. The calculation puts the molecular weight at 710.3 g mol⁻¹. The net charge is +1.

No. 4
Computed, not measured: one molecule with the formula C2H5FO, with ωB97M-V with the def2-TZVPD basis set.

```
9
Properties=species:S:1:pos:R:3
C -0.81 0.11 0.11
C 0.50 -0.52 -0.31
O 1.72 0.26 0.58
F 0.51 -1.85 -0.01
H -1.56 -0.57 -0.12
H -0.70 0.20 1.27
H -0.87 1.02 -0.42
H 0.66 -0.57 -1.33
H 1.89 -0.09 1.47
```

For the HOMO-LUMO gap (alpha / beta), the calculation gives 0.2129 / 0.3110 hartree. The calculation puts the LUMO energy (alpha / beta) at 1.05 / -3.33 eV. The multiplicity is 3. The calculation puts the molecular weight at 64.1 g mol⁻¹. The value obtained for the energy above the lowest of the compared OMol25 structures with the same formula, charge and spin is 63.7 kcal/mol.

No. 5
Computed, not measured: one molecule with the formula C2H6BrN3, with ωB97M-V with the def2-TZVPD basis set.

```
12
Properties=species:S:1:pos:R:3
C -0.71 -0.56 0.67
C -0.06 -0.83 -0.69
N -0.65 0.90 0.76
N 0.38 1.30 -0.23
N 1.02 0.34 -0.84
Br 2.81 -0.20 0.11
H -1.83 -0.72 0.79
H -0.08 -1.15 1.34
H 0.48 -1.69 -0.99
H -0.87 -0.65 -1.55
H -1.58 1.25 0.67
H 1.07 2.02 -0.04
```

For the HOMO-LUMO gap, the calculation gives 0.3077 hartree. As for the SMILES: BrN1CCNN1. The calculation puts the LUMO energy at 0.17 eV. The calculation puts the molecular weight at 152.0 g mol⁻¹. The value obtained for the energy above the lowest of the compared OMol25 structures with the same formula, charge and spin is 35.9 kcal/mol.

No. 6
Computed, not measured: C21H19Cl4N3O6OsSi as an isolated structure, with ωB97M-V with the def2-TZVPD basis set.

```
55
Properties=species:S:1:pos:R:3
Os -0.50 0.33 0.42
C 1.14 3.84 0.27
C -0.04 3.52 1.10
N -0.61 2.33 1.19
C -1.66 2.44 2.07
C -1.72 3.75 2.52
N -0.69 4.39 1.89
C -2.63 4.49 3.44
O -3.58 3.79 4.01
O -2.46 5.67 3.61
C -2.45 1.22 2.41
O -3.39 1.30 3.20
O -2.04 0.15 1.84
H 1.49 2.93 -0.21
H 1.94 4.24 0.89
H 0.90 4.57 -0.49
H -0.48 5.37 2.05
H -3.60 2.81 3.77
Cl 5.98 0.84 -2.53
C 4.30 0.82 -2.23
C 3.40 1.17 -3.26
Cl 4.02 1.61 -4.79
C 2.03 1.18 -3.02
Cl 0.94 1.63 -4.27
C 1.52 0.84 -1.76
O 0.27 0.90 -1.47
C 2.44 0.48 -0.69
O 1.95 0.22 0.46
C 3.82 0.49 -0.97
Cl 4.91 0.12 0.30
C 1.62 -3.62 0.39
Si 0.07 -2.73 1.10
C 0.62 -1.70 2.61
C -1.27 -3.98 1.66
N -0.60 -1.58 -0.07
C -1.14 -1.93 -1.26
C -1.06 -3.24 -1.79
C -1.53 -3.53 -3.05
C -2.09 -2.54 -3.84
C -2.25 -1.27 -3.32
C -1.81 -0.97 -2.05
H 2.09 -4.21 1.16
H 2.34 -2.89 0.04
H 1.39 -4.28 -0.44
H 0.98 -2.34 3.40
H -0.21 -1.12 3.01
H 1.42 -1.02 2.34
H -0.89 -4.59 2.47
H -1.59 -4.65 0.86
H -2.15 -3.45 2.02
H -0.60 -4.01 -1.20
H -1.43 -4.54 -3.43
H -2.42 -2.77 -4.84
H -2.71 -0.50 -3.91
H -1.99 0.02 -1.63
```

For the HOMO-LUMO gap (alpha / beta), the calculation gives 0.2899 / 0.1990 hartree. The calculation puts the LUMO energy (alpha / beta) at 0.00 / -2.83 eV. The multiplicity is 5. The calculation puts the molecular weight at 769.5 g mol⁻¹. The value obtained for the energy above the lowest of the compared OMol25 structures with the same formula, charge and spin is 11.4 kcal/mol.

No. 7
Computed, not measured: C24H34BaN9O4Te as an isolated structure, with ωB97M-V with the def2-TZVPD basis set.

```
73
Properties=species:S:1:pos:R:3
Ba 0.45 -0.29 2.43
N 3.41 -4.20 1.46
C 3.32 -3.22 2.55
C 2.91 -1.81 2.10
O 2.29 -1.72 0.99
N 3.10 -0.74 2.84
C 3.17 -0.89 4.29
C 1.70 -0.84 4.79
O 1.21 0.28 5.08
O 1.00 -1.86 4.51
H 4.24 -3.98 0.91
H 2.64 -4.00 0.83
H 4.28 -3.18 3.07
H 2.58 -3.56 3.28
H 3.71 -0.03 4.70
H 3.66 -1.82 4.62
O -2.04 2.48 -0.09
C -1.60 2.00 0.98
N -1.87 0.83 1.51
C -2.76 -0.02 0.76
C -2.56 -1.52 0.84
C -3.55 -2.34 0.27
C -3.41 -3.71 0.31
C -2.28 -4.26 0.90
C -1.34 -3.40 1.43
N -1.49 -2.07 1.40
C -0.74 2.93 1.85
C -1.23 4.22 2.04
C -0.54 5.08 2.88
C 0.63 4.64 3.50
C 1.06 3.35 3.22
N 0.39 2.53 2.42
H -2.77 0.26 -0.30
H -3.80 0.16 1.09
H -4.42 -1.88 -0.19
H -4.17 -4.35 -0.13
H -2.13 -5.33 0.94
H -0.43 -3.76 1.90
H -2.13 4.53 1.53
H -0.91 6.08 3.06
H 1.18 5.27 4.17
H 1.96 2.95 3.67
C 1.01 -0.14 -1.78
N -0.07 -1.05 -1.40
C -1.20 -0.83 -2.30
N -0.84 -1.06 -3.71
C 0.26 -0.15 -4.03
N 1.43 -0.35 -3.17
C 1.87 -1.74 -3.30
N 0.81 -2.69 -2.95
C 0.41 -2.42 -1.57
C -0.34 -2.43 -3.82
H 1.86 -0.31 -1.11
H 0.66 0.89 -1.66
H -1.55 0.20 -2.20
H -2.01 -1.51 -2.03
H -0.09 0.88 -3.92
H 0.56 -0.31 -5.07
H 2.72 -1.90 -2.64
H 2.18 -1.92 -4.34
H 1.26 -2.58 -0.90
H -0.40 -3.11 -1.29
H -1.14 -3.13 -3.56
H -0.05 -2.62 -4.86
C -2.31 4.99 -1.95
Te -0.55 3.84 -2.38
C 0.05 5.13 -4.00
H -2.89 5.14 -2.86
H -2.03 5.96 -1.52
H -2.86 4.40 -1.23
H 0.18 6.15 -3.64
H -0.68 5.11 -4.80
H 1.00 4.77 -4.38
```

For the HOMO-LUMO gap, the calculation gives 0.2659 hartree. The calculation puts the LUMO energy at 2.12 eV. The calculation puts the molecular weight at 777.5 g mol⁻¹. The value obtained for the energy above the lowest of the compared OMol25 structures with the same formula, charge and spin is 5.8 kcal/mol. The net charge is -1.

No. 8
Computed, not measured: one molecule with the formula C6H8O2, with ωB97M-V with the def2-TZVPD basis set.

```
16
Properties=species:S:1:pos:R:3
C -1.67 -0.08 -0.09
C -1.15 1.28 0.19
C 0.23 0.78 -0.23
C 2.23 -0.28 -0.25
C 1.06 -1.39 0.12
C -0.11 -0.56 0.48
H -1.98 2.01 -0.22
H -0.78 1.11 1.32
H 0.20 0.71 -1.45
H 2.54 -0.22 -1.30
H 3.38 -0.36 0.26
H 0.95 -1.76 -0.98
H 1.45 -1.95 1.00
H -0.32 -0.28 1.56
O -2.74 -0.75 -0.26
O 1.62 1.04 0.08
```

For the HOMO-LUMO gap, the calculation gives 0.3549 hartree. As for the SMILES: O=C1C[C@H]2OCC[C@H]12. The calculation puts the LUMO energy at 0.24 eV. The calculation puts the molecular weight at 112.1 g mol⁻¹. The value obtained for the energy above the lowest of the compared OMol25 structures with the same formula, charge and spin is 143.2 kcal/mol.

No. 9
Computed, not measured: C19H18BrNO3 as an isolated structure, with ωB97M-V with the def2-TZVPD basis set.

```
42
Properties=species:S:1:pos:R:3
C -2.99 -4.92 0.84
C -3.80 -3.75 0.42
C -2.99 -2.37 0.24
O -1.90 -2.43 0.37
N -3.93 -1.57 -0.20
C -3.64 -0.15 -0.24
C -4.65 0.68 -0.60
C -4.27 2.15 -1.14
C -3.02 2.62 -0.90
C -1.94 1.68 -0.35
C -2.35 0.60 -0.06
H -1.66 -0.18 0.22
C -0.59 2.09 -0.23
O -0.41 3.53 0.18
C 0.49 1.29 -0.38
C 1.68 1.64 0.20
C 2.97 0.68 0.05
C 2.84 -0.59 -0.13
C 4.14 -1.18 -0.34
C 5.24 -0.65 -0.01
C 5.31 0.67 -0.01
C 4.09 1.55 0.30
O 4.21 2.91 0.40
C 5.38 3.51 0.68
H 6.07 3.53 -0.63
H 6.07 3.12 1.37
H 5.19 4.32 0.64
H 6.37 1.28 0.16
H 6.09 -1.33 -0.07
Br 3.95 -3.20 -0.48
H 1.93 -0.91 -0.35
H 1.87 2.65 0.30
H 0.29 0.37 -0.63
H -2.73 3.50 -1.01
H -5.05 2.74 -1.37
H -5.53 0.65 -0.89
H -4.91 -1.58 -0.34
H -4.69 -3.58 1.49
H -4.51 -3.89 -0.49
H -2.43 -4.94 0.06
H -2.42 -4.81 1.84
H -3.77 -5.76 1.11
```

For the HOMO-LUMO gap, the calculation gives 0.2757 hartree. The calculation puts the LUMO energy at -1.25 eV. The calculation puts the molecular weight at 388.3 g mol⁻¹. The value obtained for the energy above the lowest of the compared OMol25 structures with the same formula, charge and spin is 428.8 kcal/mol.

No. 10
Computed, not measured: C4H7NO2 as an isolated structure, with ωB97M-V with the def2-TZVPD basis set.

```
14
Properties=species:S:1:pos:R:3
C 1.53 -0.30 -0.32
C 0.25 0.30 -0.89
C -1.01 -0.53 -0.78
N -1.29 -0.29 1.08
C -0.62 0.86 1.21
O -0.24 1.52 2.15
O -0.33 1.33 -0.10
H 1.28 -0.90 0.56
H 2.21 0.50 -0.03
H 2.04 -0.95 -1.05
H 0.48 0.77 -1.87
H -1.02 -1.59 -0.68
H -1.77 -0.10 -1.46
H -1.47 -0.75 2.01
```

For the HOMO-LUMO gap, the calculation gives 0.3717 hartree. The calculation puts the LUMO energy at 0.32 eV. The calculation puts the molecular weight at 101.1 g mol⁻¹. The value obtained for the energy above the lowest of the compared OMol25 structures with the same formula, charge and spin is 64.5 kcal/mol.